A:
Formula: C8H9BrNO3S
Source: OMol25
Level of theory: ωB97M-V/def2-TZVPD

Atoms and positions in Å:
C -0.927 -1.670 -1.634
C -2.230 2.044 -0.382
C -1.617 -2.627 -0.668
C 0.819 -0.037 -0.753
C 1.383 0.691 0.226
C -0.537 -2.043 0.265
C 1.068 0.543 1.712
C 2.407 1.828 -0.029
N -0.071 -1.097 -0.633
O -1.615 1.510 -1.266
O -0.910 -1.516 -2.816
O -2.602 3.069 0.088
S 0.159 -2.677 1.580
Br -2.859 0.311 0.917
H -2.681 -2.317 -0.265
H -1.403 -3.615 -0.752
H 1.034 0.211 -1.750
H 0.028 0.461 1.733
H 1.421 1.370 2.433
H 1.245 -0.486 2.189
H 2.292 2.490 0.783
H 2.270 2.304 -0.955
H 3.327 1.253 -0.023

Computed properties:
net charge = -1
HOMO-LUMO gap = 8.1 eV

---

B:
Formula: C8H9BrNO3S
Source: OMol25
Level of theory: ωB97M-V/def2-TZVPD

Atoms and positions in Å:
C 1.700 1.064 -1.748
C 0.611 1.751 -1.016
C 0.369 3.228 -1.203
C -0.301 1.053 -0.265
N -0.071 -0.324 -0.011
C -0.776 -0.984 0.907
C -0.156 -2.456 0.987
C 1.073 -2.429 0.262
S 1.595 -3.265 -1.036
Br 2.399 -1.171 1.034
O -1.699 -0.645 1.641
C -2.904 -1.565 2.436
O -3.842 -0.835 2.326
O -2.438 -2.614 2.745
H 2.485 1.643 -2.093
H 1.041 0.600 -2.664
H 2.218 0.180 -1.172
H 0.774 3.866 -0.330
H -0.770 3.341 -1.209
H 0.769 3.702 -2.163
H -1.157 1.682 -0.148
H -0.007 -2.639 2.121
H -0.914 -3.184 0.602

Computed properties:
SMILES = CC(C)=C/N=C(/CC(=S)Br)OC(=O)[O-]
net charge = -1
HOMO-LUMO gap = 7.0 eV

---

Which one sits at the bottom of the stability order? B does.

---

A:
Formula: CHN3O2
Source: OMol25
Level of theory: ωB97M-V/def2-TZVPD

Atoms and positions in Å:
O 1.817 0.606 0.722
C 0.772 0.262 0.314
N 0.147 -1.033 -0.057
N -1.131 -0.997 -0.589
N -1.384 0.252 -0.543
O -0.378 0.991 0.080
H 0.432 -1.899 0.020

Computed properties:
SMILES = O=c1[nH]nno1
net charge = 0
HOMO-LUMO gap = 11.5 eV

---

B:
Formula: CHN3O2
Source: OMol25
Level of theory: ωB97M-V/def2-TZVPD

Atoms and positions in Å:
O 0.929 -0.811 1.088
C 0.129 -0.184 0.154
N 0.864 0.473 -0.611
N 0.010 1.270 -1.331
N -1.119 1.065 -0.862
O -1.143 -0.183 0.049
H 0.329 -1.630 1.514

Computed properties:
SMILES = Oc1nnno1
net charge = 0
HOMO-LUMO gap = 10.9 eV

---

Which one sits at the bottom of the stability order? B does.

---

A:
Formula: CHN3O2
Source: OMol25
Level of theory: ωB97M-V/def2-TZVPD

Atoms and positions in Å:
O -1.272 1.293 0.865
C -0.356 0.621 0.475
N -0.445 -0.444 -0.424
N 0.739 -0.975 -0.695
N 1.627 -0.407 -0.052
O 0.966 0.667 0.758
H -1.260 -0.755 -0.927

Computed properties:
SMILES = O=c1[nH]nno1
net charge = 0
HOMO-LUMO gap = 11.7 eV

---

B:
Formula: CHN3O2
Source: OMol25
Level of theory: ωB97M-V/def2-TZVPD

Atoms and positions in Å:
O 1.929 -0.593 0.078
C 0.735 -0.506 -0.055
N 0.017 0.693 0.295
N -1.263 0.612 0.022
N -1.619 -0.457 -0.421
O -0.195 -1.335 -0.493
H 0.395 1.586 0.575

Computed properties:
SMILES = O=c1[nH]nno1
net charge = 0
HOMO-LUMO gap = 11.3 eV

---

C:
Formula: CHN3O2
Source: OMol25
Level of theory: ωB97M-V/def2-TZVPD

Atoms and positions in Å:
O 2.089 -0.533 0.114
C 1.041 -0.963 -0.175
N -0.116 0.810 0.493
N -1.221 0.539 0.002
N -2.079 -0.067 -0.413
O 0.098 -1.560 -0.530
H 0.188 1.774 0.509

Computed properties:
net charge = 0
HOMO-LUMO gap = 11.1 eV

---

D:
Formula: CHN3O2
Source: OMol25
Level of theory: ωB97M-V/def2-TZVPD

Atoms and positions in Å:
O -1.447 -1.265 -1.032
C -0.653 -0.589 -0.373
N -0.381 -0.771 1.023
N 0.623 0.057 1.162
N 1.025 0.659 -0.057
O -0.113 0.303 -0.862
H 0.946 1.607 0.139

Computed properties:
SMILES = O=c1nn[nH]o1
net charge = 0
HOMO-LUMO gap = 9.7 eV

---

Which one sits at the bottom of the stability order? D does.

---

A:
Formula: C5H12O2
Source: OMol25
Level of theory: ωB97M-V/def2-TZVPD

Atoms and positions in Å:
C 0.627 -2.899 -0.299
C -0.778 -2.308 -0.281
O -0.813 -0.934 -0.605
C -0.372 -0.088 0.428
C -0.299 1.311 -0.150
O 0.328 2.139 0.795
C 0.566 3.426 0.291
H 1.271 -2.461 0.472
H 1.099 -2.719 -1.266
H 0.581 -3.982 -0.136
H -1.255 -2.485 0.696
H -1.402 -2.799 -1.035
H -1.060 -0.117 1.288
H 0.626 -0.369 0.794
H 0.280 1.267 -1.085
H -1.306 1.681 -0.404
H -0.373 3.946 0.050
H 1.190 3.399 -0.617
H 1.089 3.992 1.064

Computed properties:
SMILES = CCOCCOC
net charge = 0
HOMO-LUMO gap = 10.9 eV

---

B:
Formula: C5H12O2
Source: OMol25
Level of theory: ωB97M-V/def2-TZVPD

Atoms and positions in Å:
C 2.538 -0.691 -1.810
O 1.937 -0.322 -0.592
C 0.932 0.636 -0.780
C 0.479 1.164 0.565
O -0.527 1.815 0.715
H 3.022 0.178 -2.284
H 1.801 -1.108 -2.513
H 3.294 -1.450 -1.593
H 0.081 0.234 -1.355
H 1.322 1.516 -1.320
H 1.193 0.988 1.392
H -0.507 -0.965 1.189
H 0.225 -0.948 1.056
C -2.537 -0.827 1.301
C -2.733 0.478 1.144
H -2.538 -1.517 0.458
H -2.367 -1.269 2.280
H -2.712 1.172 1.980
H -2.902 0.916 0.166

Computed properties:
SMILES = COCC=O.[H][H].C=C
net charge = 0
HOMO-LUMO gap = 10.6 eV

---

C:
Formula: C5H12O2
Source: OMol25
Level of theory: ωB97M-V/def2-TZVPD

Atoms and positions in Å:
C -1.612 -0.641 -2.163
C -0.678 0.480 -1.862
C -0.114 -0.349 -0.016
O 0.398 -1.635 -0.193
C 0.865 0.633 0.568
C 0.948 0.730 2.068
O 1.539 -0.460 2.558
H -1.950 -0.730 -3.211
H -0.852 -1.464 -1.887
H -2.506 -0.559 -1.514
H -1.021 1.512 -1.676
H 0.039 0.531 -2.718
H -1.054 -0.425 0.590
H 0.663 -1.705 0.770
H 0.489 1.578 0.196
H 1.870 0.451 0.171
H -0.067 0.857 2.478
H 1.556 1.610 2.324
H 1.488 -0.414 3.518

Computed properties:
net charge = 0
HOMO-LUMO gap = 9.6 eV

---

Which one sits at the bottom of the stability order? B does.